# C34H56Cl10O18

C34H56Cl10O18 as an isolated structure in a non-equilibrium geometry (the ωB97M-V functional and the def2-TZVPD basis, the OMol25 dataset).

Calculated values
Total charge: 0
Orbital gap: 0.3293 Eh
Energy relative to the best compared isomer or geometry (same formula, charge and spin): 1037.5 kcal per mole
HOMO level: -9.13 eV

Element x y z (Å)
C1 1.32 -3.28 -3.11
C2 -0.19 -3.08 -2.77
C3 -0.55 -1.58 -2.97
O1 -1.39 -1.55 -4.01
C4 -1.65 -2.72 -4.45
O2 -2.24 -2.87 -5.49
O3 -0.94 -3.65 -3.76
H1 1.64 -4.29 -3.36
H2 1.98 -2.62 -2.55
H3 1.49 -2.90 -4.12
H4 -0.52 -3.49 -1.82
H5 0.31 -0.98 -3.28
H6 -0.86 -1.07 -2.06
C5 -1.83 -0.87 1.84
C6 -2.31 -2.22 2.55
C7 -1.36 -2.71 3.70
O4 -2.32 -2.95 4.74
C8 -3.59 -2.61 4.32
O5 -4.62 -2.75 5.03
O6 -3.55 -2.06 3.11
H7 -1.54 -0.08 2.52
H8 -2.71 -0.47 1.34
H9 -1.03 -1.31 1.24
H10 -2.34 -2.98 1.77
H11 -0.71 -1.85 3.90
H12 -0.84 -3.64 3.49
C9 -0.46 3.38 3.64
C10 -1.32 2.41 4.43
C11 -1.08 0.94 3.92
O7 -1.45 0.17 5.05
C12 -1.32 0.92 6.10
O8 -1.17 0.52 7.24
O9 -0.93 2.20 5.74
H13 0.10 2.87 2.86
H14 0.15 3.82 4.42
H15 -0.99 4.15 3.08
H16 -2.39 2.60 4.44
H17 -0.11 0.80 3.44
H18 -1.88 0.74 3.21
C13 -4.04 -0.62 -0.92
C14 -3.79 0.55 -1.90
C15 -2.31 1.06 -1.94
O10 -2.15 1.19 -3.30
C16 -2.98 0.24 -3.95
O11 -2.91 -0.08 -5.17
O12 -3.94 -0.08 -3.15
H19 -3.25 -1.37 -0.98
H20 -5.01 -1.07 -1.11
H21 -4.13 -0.26 0.11
H22 -4.54 1.33 -1.75
H23 -1.59 0.40 -1.44
H24 -2.19 2.10 -1.65
C17 0.01 1.68 -5.17
C18 -0.03 1.15 -3.74
C19 1.24 0.52 -3.27
O13 1.38 1.10 -2.07
C20 0.67 2.18 -1.93
O14 0.78 2.94 -0.96
O15 -0.22 2.18 -2.79
H25 0.56 2.63 -5.23
H26 -1.00 1.98 -5.45
H27 0.40 1.04 -5.96
H28 -0.81 0.40 -3.62
H29 1.97 0.94 -3.96
H30 1.24 -0.57 -3.35
C21 1.22 1.49 0.64
C22 0.30 0.36 0.90
C23 -0.82 0.20 -0.14
O16 -0.24 -0.58 -1.12
C24 0.79 -1.20 -0.62
O17 1.31 -2.10 -1.23
O18 0.99 -0.81 0.62
H31 1.94 1.35 -0.17
H32 1.73 1.80 1.56
H33 0.52 2.29 0.40
H34 -0.17 0.43 1.88
H35 -1.19 1.12 -0.60
H36 -1.65 -0.43 0.19
Cl1 4.47 1.67 -1.06
C25 4.01 3.43 -1.22
C26 3.61 4.03 0.16
Cl2 2.33 3.20 0.89
H37 3.20 3.54 -1.95
H38 4.95 3.82 -1.61
H39 3.24 5.06 0.08
H40 4.41 3.90 0.88
Cl3 -1.70 1.64 1.61
C27 -1.81 2.98 0.45
C28 -1.31 4.29 1.02
Cl4 0.45 4.19 0.91
H41 -2.89 3.02 0.33
H42 -1.32 2.59 -0.45
H43 -1.59 4.39 2.06
H44 -1.56 5.23 0.53
Cl5 -0.07 -5.90 1.85
C29 0.32 -5.08 0.31
C30 0.98 -3.78 0.66
Cl6 -0.16 -2.60 1.15
H45 -0.61 -4.82 -0.20
H46 0.92 -5.69 -0.35
H47 1.50 -3.45 -0.24
H48 1.76 -3.89 1.41
Cl7 0.28 -0.99 3.31
C31 2.00 -1.49 3.49
C32 2.86 -0.52 2.59
Cl8 2.64 1.12 3.32
H49 2.09 -2.53 3.20
H50 2.28 -1.32 4.53
H51 2.46 -0.51 1.57
H52 3.92 -0.79 2.55
Cl9 5.53 -2.19 -1.60
C33 4.93 -0.66 -1.20
C34 3.43 -0.44 -1.81
Cl10 3.42 -0.50 -3.64
H53 5.60 0.13 -1.53
H54 4.75 -0.79 -0.13
H55 3.03 0.48 -1.41
H56 2.74 -1.22 -1.49